{"formula": "C6H5NOS", "method": "ωB97M-V with the def2-TZVPD basis set", "multiplicity": 1, "relative_energy_ev": 1.6900, "max_force_ev_per_a": 1.6, "homo_lumo_gap_ev": 9.034, "lumo_energy_ev": 0.64, "molar_mass_g_mol": 139.179, "homo_energy_ev": -8.4, "smiles": "C1=C\\N=C2\\O[C@H]2S\\C=C/1", "species": ["C", "C", "N", "C", "O", "C", "S", "C", "C", "H", "H", "H", "H", "H"], "positions_angstrom": [[1.636, 0.264, 0.073], [1.029, 1.456, 0.194], [-0.226, 1.770, -0.272], [-1.250, 1.131, -0.016], [-2.498, 0.961, -0.378], [-1.977, 0.070, 0.660], [-1.628, -1.603, 0.196], [-0.008, -1.671, -0.491], [1.143, -0.983, -0.471], [2.687, 0.229, 0.325], [1.579, 2.324, 0.527], [-2.440, 0.201, 1.625], [0.009, -2.626, -1.001], [1.943, -1.522, -0.972]], "forces_ev_per_angstrom": [[-0.3, 0.4, 0.4], [0.2, -0.3, 0.0], [-0.5, 0.7, -0.8], [0.3, -1.0, 1.2], [-0.8, 0.8, -1.0], [1.1, -0.6, 0.1], [-0.1, 0.2, 0.2], [-0.1, 0.1, 0.0], [-0.1, -0.4, -0.2], [0.0, 0.1, 0.1], [0.2, 0.0, 0.1], [-0.1, 0.1, 0.1], [0.1, 0.0, -0.1], [-0.1, -0.1, 0.0]], "mulliken_charge": [-0.357, -0.078, -0.533, 0.574, -0.400, -0.118, -0.160, -0.379, -0.089, 0.305, 0.363, 0.359, 0.255, 0.258]}

{"formula": "C16H32NPSiV", "method": "ωB97M-V with the def2-TZVPD basis set", "multiplicity": 4, "relative_energy_ev": 0.1297, "max_force_ev_per_a": 3.3, "homo_lumo_gap_ev": [6.877, 7.688], "lumo_energy_ev": [0.51, 0.29], "molar_mass_g_mol": 348.443, "s_squared": 3.78, "homo_energy_ev": [-6.4, -7.4], "species": ["C", "C", "C", "C", "C", "C", "C", "C", "N", "V", "C", "P", "H", "H", "H", "H", "H", "H", "H", "H", "C", "C", "H", "C", "C", "H", "H", "H", "H", "H", "H", "H", "H", "H", "H", "H", "H", "H", "H", "C", "Si", "C", "C", "H", "H", "H", "H", "H", "H", "H", "H", "H"], "positions_angstrom": [[-3.689, -0.172, -1.387], [-2.893, -1.312, -1.227], [-1.564, -1.194, -0.787], [-1.087, 0.087, -0.533], [-1.858, 1.235, -0.674], [-3.187, 1.094, -1.102], [-0.699, -2.392, -0.550], [0.818, -2.167, -0.781], [1.175, -2.477, -2.168], [0.755, -0.048, 0.401], [-1.200, 2.545, -0.344], [0.647, 2.155, -0.292], [-3.285, -2.296, -1.449], [-3.802, 1.985, -1.200], [-4.714, -0.277, -1.751], [-1.536, 2.962, 0.624], [-1.381, 3.312, -1.120], [-0.862, -2.798, 0.482], [-1.056, -3.210, -1.195], [1.368, -1.151, -0.676], [1.293, 3.757, 0.198], [0.909, 2.184, -2.106], [1.357, -2.914, -0.170], [0.595, -1.640, -3.186], [2.568, -2.791, -2.360], [1.392, 0.593, 1.814], [0.830, -2.113, -4.153], [-0.497, -1.583, -3.057], [0.965, -0.585, -3.249], [2.662, -3.169, -3.379], [3.282, -1.964, -2.221], [2.819, -3.569, -1.636], [0.693, 3.186, -2.503], [1.952, 1.926, -2.285], [0.270, 1.458, -2.633], [0.810, 4.545, -0.404], [1.119, 3.932, 1.262], [2.371, 3.732, -0.003], [1.961, 1.044, 0.569], [1.282, -1.405, 3.614], [0.335, -0.011, 2.789], [-1.493, -0.517, 2.803], [0.434, 1.505, 3.886], [1.105, -2.355, 3.094], [0.958, -1.497, 4.660], [2.358, -1.189, 3.590], [-1.813, -0.630, 3.852], [-2.138, 0.238, 2.333], [-1.680, -1.471, 2.292], [0.118, 1.247, 4.907], [1.462, 1.889, 3.919], [-0.226, 2.288, 3.491]], "forces_ev_per_angstrom": [[0.0, -0.3, 0.0], [0.3, 0.2, 0.1], [-1.7, 0.8, -0.3], [1.4, -0.4, 0.2], [-1.0, -0.5, -0.2], [0.5, 0.3, 0.1], [-0.1, -0.2, 0.7], [0.7, -1.2, -1.2], [-0.4, -0.2, 0.5], [-1.1, 1.7, -0.3], [0.3, 0.6, -0.3], [-3.2, 0.2, -0.7], [-0.2, -0.1, -0.1], [-0.1, -0.2, -0.1], [0.3, 0.0, 0.1], [0.2, -0.2, -0.3], [-0.1, -0.2, 0.3], [0.2, 0.5, -0.6], [0.5, 0.1, 0.0], [0.0, -1.4, -0.3], [0.6, 0.2, 0.0], [0.2, 0.1, -0.2], [-0.1, 0.6, -0.2], [-0.2, 0.2, -0.5], [-0.2, -0.1, 0.1], [0.4, 0.0, 0.1], [-0.3, 0.2, 0.2], [0.4, -0.1, -0.1], [0.0, -0.5, 0.3], [0.3, -0.1, 0.1], [-0.1, 0.2, 0.0], [0.2, -0.1, -0.2], [0.2, -0.2, 0.1], [0.1, 0.0, -0.3], [0.2, 0.2, 0.5], [0.2, -0.3, 0.3], [0.1, 0.0, -0.1], [-0.1, 0.3, 0.2], [1.7, -0.3, 0.0], [0.0, 0.0, 0.2], [-0.2, -0.1, 2.1], [-0.2, 0.0, -0.5], [0.0, 0.0, 0.3], [0.1, 0.1, 0.2], [0.1, -0.1, -0.2], [-0.2, -0.1, 0.1], [0.3, 0.0, -0.2], [0.1, -0.2, 0.1], [0.0, 0.2, 0.1], [0.0, 0.2, -0.2], [-0.2, 0.0, 0.1], [0.1, 0.0, 0.2]], "mulliken_charge": [-0.855, -0.711, 0.863, 0.720, 0.945, -0.689, -1.964, 0.012, -0.104, -2.104, -1.430, 1.205, 0.437, 0.478, 0.363, 0.478, 0.543, 0.455, 0.399, 0.760, -1.225, -1.468, 0.511, -0.731, -0.968, -0.144, 0.448, 0.244, 0.115, 0.339, 0.298, 0.315, 0.414, 0.366, 0.338, 0.371, 0.316, 0.395, 0.279, -1.209, 0.557, -1.086, -1.230, 0.287, 0.318, 0.317, 0.486, 0.269, 0.277, 0.363, 0.341, 0.293]}

{"formula": "C3H12N2", "method": "ωB97M-V with the def2-TZVPD basis set", "total_charge": 3, "multiplicity": 2, "relative_energy_ev": 1.2497, "max_force_ev_per_a": 3.7, "homo_lumo_gap_ev": [11.920, 7.157], "lumo_energy_ev": [-15.52, -20.25], "molar_mass_g_mol": 76.143, "s_squared": 0.77, "homo_energy_ev": [-27.4, -27.4], "species": ["C", "C", "C", "N", "N", "H", "H", "H", "H", "H", "H", "H", "H", "H", "H", "H", "H"], "positions_angstrom": [[0.796, -0.005, -0.742], [-0.416, 0.267, 0.017], [-0.200, -0.952, 1.147], [-0.957, -0.526, 2.429], [0.787, 1.050, -2.601], [1.751, 0.382, -0.373], [0.727, -0.817, -1.468], [-0.419, 1.204, 0.603], [-1.293, 0.126, -0.626], [0.832, -1.038, 1.494], [-0.607, -1.856, 0.686], [-1.715, -1.224, 2.532], [-1.393, 0.398, 2.459], [-0.346, -0.648, 3.251], [1.667, 0.758, -3.084], [-0.047, 0.790, -3.166], [0.833, 2.092, -2.559]], "forces_ev_per_angstrom": [[-0.8, 0.2, 1.6], [0.8, 0.4, -1.2], [-0.2, 0.9, 1.0], [-0.1, -1.6, -0.8], [0.4, 1.8, -3.2], [0.1, -0.2, -0.3], [0.4, -0.3, -0.1], [0.2, -0.2, -0.2], [-0.3, -0.3, 0.7], [0.0, -0.2, -0.5], [0.0, 0.1, 0.4], [-0.1, 0.3, 0.3], [0.0, 0.2, 0.0], [0.0, 0.2, 0.0], [0.1, -0.7, 0.7], [-0.2, -0.5, 0.6], [-0.2, 0.0, 1.1]], "mulliken_charge": [-0.505, -0.265, -0.622, -0.308, -0.408, 0.449, 0.401, 0.447, 0.413, 0.454, 0.416, 0.414, 0.399, 0.393, 0.449, 0.442, 0.433]}

{"formula": "C19H29BN8OS2Sn", "method": "ωB97M-V with the def2-TZVPD basis set", "multiplicity": 1, "max_force_ev_per_a": 0.1, "homo_lumo_gap_ev": 7.145, "lumo_energy_ev": -0.52, "molar_mass_g_mol": 579.153, "homo_energy_ev": -7.7, "species": ["Sn", "C", "C", "N", "C", "S", "N", "N", "C", "C", "C", "C", "C", "C", "C", "N", "H", "H", "H", "H", "H", "H", "H", "H", "H", "H", "H", "H", "H", "O", "C", "C", "C", "C", "C", "C", "N", "H", "H", "H", "H", "H", "H", "H", "C", "N", "C", "N", "S", "H", "H", "H", "H", "H", "H", "B", "C", "N", "H", "H", "H"], "positions_angstrom": [[-0.698, -0.025, -0.006], [5.173, -0.162, 1.635], [4.721, -0.863, 0.361], [3.913, -0.018, -0.501], [2.600, 0.261, -0.318], [1.706, -0.688, 0.815], [2.162, 1.262, -1.064], [0.840, 1.544, -0.962], [0.444, 2.606, -1.580], [1.409, 3.495, -2.298], [-1.005, 2.897, -1.564], [-1.590, 3.903, -2.327], [-2.963, 4.085, -2.256], [-3.720, 3.265, -1.437], [-3.063, 2.275, -0.724], [-1.750, 2.108, -0.786], [5.790, -0.829, 2.239], [4.310, 0.139, 2.229], [5.762, 0.728, 1.404], [4.139, -1.750, 0.603], [5.580, -1.194, -0.224], [4.391, 0.677, -1.056], [2.306, 3.610, -1.694], [0.988, 4.474, -2.507], [1.727, 3.036, -3.238], [-0.995, 4.533, -2.972], [-3.435, 4.864, -2.840], [-4.791, 3.378, -1.350], [-3.604, 1.592, -0.078], [-0.754, -3.317, -0.429], [-0.251, -3.914, 0.744], [-0.823, -3.346, 2.021], [-0.556, -3.979, 3.231], [-1.081, -3.446, 4.393], [-1.874, -2.309, 4.311], [-2.098, -1.759, 3.064], [-1.577, -2.255, 1.936], [-1.680, -3.053, -0.309], [0.831, -3.758, 0.742], [-0.428, -4.996, 0.731], [0.053, -4.875, 3.250], [-0.881, -3.912, 5.350], [-2.302, -1.845, 5.188], [-2.706, -0.868, 2.965], [1.122, -1.447, -3.281], [-0.201, -1.790, -2.798], [-1.333, -1.198, -3.189], [-1.210, -0.210, -4.113], [-2.843, -1.625, -2.586], [1.836, -2.133, -2.834], [1.420, -0.432, -2.996], [1.183, -1.552, -4.367], [-0.287, -2.474, -2.055], [-0.319, 0.214, -4.309], [-2.044, 0.314, -4.312], [-2.167, 1.960, 4.149], [-1.451, 1.504, 2.827], [-0.936, 1.137, 1.857], [-1.371, 2.607, 4.787], [-2.490, 0.939, 4.720], [-3.130, 2.613, 3.809]], "forces_ev_per_angstrom": [[-0.1, 0.1, 0.0], [0.0, 0.0, 0.0], [0.0, 0.0, 0.0], [0.0, 0.0, 0.0], [0.0, 0.0, 0.0], [0.0, -0.1, 0.0], [0.1, 0.0, 0.0], [0.0, 0.0, 0.0], [0.0, 0.0, 0.0], [0.0, 0.0, 0.0], [0.0, 0.0, 0.0], [0.0, 0.0, 0.0], [0.0, 0.0, 0.0], [0.0, 0.0, 0.0], [0.0, 0.0, 0.0], [0.0, 0.0, 0.0], [0.0, 0.0, 0.0], [0.0, 0.0, 0.0], [0.0, 0.0, 0.0], [0.0, 0.0, 0.0], [0.0, 0.0, 0.0], [0.0, 0.0, 0.0], [0.0, 0.0, 0.0], [0.0, 0.0, 0.0], [0.0, 0.0, 0.0], [0.0, 0.0, 0.0], [0.0, 0.0, 0.0], [0.0, 0.0, 0.0], [0.0, 0.0, 0.0], [0.0, 0.0, 0.0], [0.0, 0.0, 0.0], [0.0, 0.0, 0.0], [0.0, 0.0, 0.0], [0.0, 0.0, 0.0], [0.0, 0.0, 0.0], [0.0, 0.0, 0.0], [0.0, 0.0, 0.0], [0.1, 0.0, 0.0], [0.0, 0.0, 0.0], [0.0, 0.0, 0.0], [0.0, 0.0, 0.0], [0.0, 0.0, 0.0], [0.0, 0.0, 0.0], [0.0, 0.0, 0.0], [0.0, 0.0, 0.0], [0.1, 0.0, 0.0], [-0.1, 0.0, -0.1], [0.0, 0.0, 0.1], [0.0, 0.0, 0.0], [0.0, 0.0, 0.0], [0.0, 0.0, 0.0], [0.0, 0.0, 0.0], [0.0, 0.0, 0.0], [0.0, 0.0, 0.0], [0.0, 0.0, 0.0], [0.0, 0.0, -0.1], [0.1, 0.0, 0.1], [0.0, 0.0, 0.0], [0.0, 0.0, 0.0], [0.0, 0.0, 0.0], [0.0, 0.0, 0.0]], "mulliken_charge": [0.791, -0.963, -0.675, -0.201, 0.347, -0.348, -1.228, 1.066, 0.703, -1.702, 0.256, -0.905, -0.528, -0.791, -0.150, 0.157, 0.377, 0.258, 0.309, 0.303, 0.377, 0.278, 0.371, 0.520, 0.264, 0.332, 0.431, 0.414, 0.481, -0.494, -0.806, 0.807, -0.968, -0.287, -0.866, -0.339, -0.110, 0.249, 0.307, 0.397, 0.402, 0.413, 0.383, 0.728, -1.173, 0.037, 0.257, -0.406, -0.377, 0.321, 0.258, 0.440, 0.412, 0.200, 0.235, 0.356, 0.128, -0.606, -0.136, -0.160, -0.145]}

| no. | electronic energy (hartree) |
| --- | --- |
| 1 | -759.7049 |
| 2 | -2258.2686 |
| 3 | -229.5570 |
| 4 | -2290.2743 |